This record from the Open Molecules 2025 dataset describes a molecular structure, C26H21ClN3OPSTe4V at a distorted geometry. The level of theory is ωB97M-V/def2-TZVPD.

Geometry as ORCA input:
```
! RIJCOSX wB97M-V def2-TZVPD def2/J DEFGRID3
* xyz -2 2
Te -6.1839 4.0441 1.7549
Te -1.5025 3.2856 -0.0807
Te -4.0578 2.5109 1.0664
Te -1.8563 0.7870 0.3850
V 0.1445 -0.3016 -0.1106
Cl 2.4286 -0.8848 -0.1904
S -1.0501 -0.8164 -1.8318
P 0.8204 1.6991 -0.9689
O 0.6433 0.1562 1.8861
N 0.3296 -2.9724 -0.7821
N 0.1302 -2.9203 -3.0716
N 0.2168 -2.2595 0.4445
C -0.3994 3.2199 -3.2559
C 0.5100 1.2701 -4.9937
C -0.2816 2.2992 -5.4854
C -0.1535 -2.3550 -1.8345
C 3.3880 0.4227 -0.8881
C 1.1132 -2.0823 2.6856
C 1.7457 5.6667 0.0085
C 4.7643 0.2682 -0.9564
C 1.9557 5.5855 1.3773
C 1.5472 3.2171 1.2796
C 1.2677 3.3039 -0.0866
C 1.0197 -0.6450 2.8240
C 5.5074 1.2563 -1.5765
C 3.4828 2.4740 -2.0508
C 0.4080 2.2145 -2.7379
C 2.6973 1.4986 -1.4353
C 0.8151 -2.7916 1.4467
C 1.8759 4.3478 2.0056
C -0.7255 3.2726 -4.6087
C 1.7889 -0.8899 5.1333
C 1.4234 4.5341 -0.7243
C 1.9244 -2.2728 4.9753
C 1.3609 -0.0995 4.0924
C 1.5869 -2.8398 3.7641
C 0.8418 1.2396 -3.6498
C 4.8604 2.3569 -2.1262
H 1.2439 4.6145 -1.7883
H 1.4604 0.4223 -3.3007
H 1.8240 6.6215 -0.4993
H 2.2736 -2.8898 5.7942
H 2.0095 -0.4326 6.0923
H 0.8605 0.4782 -5.6446
H 1.4503 2.2544 1.7710
H -1.3468 4.0880 -4.9589
H 1.2440 0.9699 4.2166
H 5.2341 -0.6209 -0.5564
H 0.5006 -3.8589 -2.9709
H 3.0028 3.3291 -2.5093
H -0.7770 4.0124 -2.6290
H -0.6331 -2.8749 -3.7292
H 1.2044 -3.8029 1.3217
H 2.1816 6.4782 1.9480
H 2.0502 4.2637 3.0715
H 1.6628 -3.9154 3.6300
H 6.5840 1.1602 -1.6457
H -0.5607 2.3248 -6.5324
H 5.4346 3.1253 -2.6305
*
```

Computed properties:
Relative energy (zero: lowest compared OMol25 entry of this formula, charge and spin) (kcal per mole): 117.5
HOMO (spin up / spin down) (eV): -0.23 / -0.27
Orbital gap (spin up / spin down) (eV): 4.23 / 4.27
<S²>: 1.25

---

This record from the Open Molecules 2025 dataset describes 3 unconnected molecules or ions with the total composition C33H68BrFO9PS2. The level of theory is ωB97M-V/def2-TZVPD.

Geometry as ORCA input:
```
! RIJCOSX wB97M-V def2-TZVPD def2/J DEFGRID3
* xyz -1 1
Br -0.0354 3.8937 2.1619
S 0.5190 6.5043 7.1308
S 6.2585 -4.2044 -1.9394
P -1.9626 -0.6829 -0.2138
F -3.8391 0.8986 1.2348
O -0.8154 -0.7041 1.1493
O 2.2978 -3.7028 -1.3787
O 5.4258 -4.9105 -2.8778
O 6.7144 -2.8694 -2.2348
O -0.0748 1.2991 3.9054
O -1.6684 1.0573 -0.2763
O 1.8605 6.0807 7.4359
O 0.5141 1.6955 -0.2866
O -0.1096 6.1368 5.8924
C -4.6874 -1.2644 0.8888
C -3.4107 -0.4592 1.0898
C -3.5264 -1.7461 -2.4078
C 0.1799 2.7753 5.7884
C -2.6784 -1.4738 -6.2056
C 2.3147 -3.5130 -2.7911
C -1.2079 2.9454 0.8898
C -1.3131 -0.8412 -6.5063
C -3.8549 -1.5473 -3.8967
C 5.5131 -4.2250 -0.3038
C -2.8444 4.4205 -0.3490
C -0.5032 -1.0435 -1.4175
C 2.3771 -2.4888 -0.6578
C -1.4422 3.8269 -0.3404
C -0.9457 8.4820 8.0327
C -0.6735 1.5585 0.5078
C 1.1178 -1.5239 -6.8884
C 7.6842 -5.2115 -1.5282
C -3.1277 -0.4644 -1.6860
C 0.9325 -3.2328 -3.3477
C -0.3432 -1.7488 -7.2728
C -0.5842 6.0788 8.4915
C -0.4144 0.5312 1.6474
C 6.4121 -5.1220 0.5549
C 0.9257 -3.1598 -4.8734
C 0.3867 8.2832 7.3186
C -0.5759 1.5969 5.1856
C -1.0568 0.7977 3.0121
C -2.7709 -2.1175 -4.8116
C 7.8343 -5.0378 -0.0205
C 1.4576 -1.8340 -5.4190
C -4.4982 -2.7784 1.0791
C -1.0009 7.4089 9.1298
H -5.2930 -3.2031 1.6960
H 2.5486 -1.8406 -5.3339
H 3.4141 -2.1383 -0.5704
H 1.1026 -1.0210 -4.7773
H -1.9937 7.3333 9.5714
H 2.7480 -4.4148 -3.2298
H -1.0298 9.4873 8.4441
H 8.4898 -5.7979 0.4034
H -3.9536 -0.4750 -4.1056
H 1.7892 -1.6972 -1.1250
H 8.5311 -4.8621 -2.1138
H 1.7614 -2.1087 -7.5550
H 4.4921 -4.5877 -0.4103
H 0.9733 2.4547 6.4654
H -1.7667 8.3375 7.3274
H -1.4207 -0.1701 3.3773
H 5.5020 -3.1956 0.0482
H -5.1463 -1.0456 -0.0764
H -0.5741 -2.0839 -1.7534
H -4.8211 -1.9956 -4.1527
H -2.8816 -2.2297 -6.9720
H 0.2331 -3.9920 -2.9893
H 0.6369 3.3586 4.9909
H 0.4403 8.7325 6.3300
H 1.9679 -2.6621 0.3364
H -0.0435 5.4230 9.1689
H 2.9915 -2.6790 -3.0243
H 0.6669 0.5158 1.8288
H 6.3804 -4.8139 1.5990
H -4.3919 -2.1929 -1.9122
H -1.2958 3.2179 -1.2313
H -0.4792 0.7109 5.8314
H 7.4392 -6.2397 -1.7930
H -2.5878 0.1851 -2.3821
H -2.9831 5.1339 0.4676
H -2.9347 -3.1954 -4.9141
H 6.0593 -6.1540 0.5057
H -1.9175 1.4774 2.9667
H 1.0583 2.3770 0.1383
H -2.7084 -2.4716 -2.3242
H 0.4429 -0.9295 -0.8906
H -2.1548 -2.1004 -0.0526
H -5.3962 -0.9093 1.6445
H 1.3599 -0.4711 -7.0719
H -1.6492 1.8185 5.1302
H -0.6190 -2.7946 -7.1182
H -1.4501 0.0835 -7.0752
H -3.5429 -2.9907 1.5612
H 0.5782 -2.2761 -2.9514
H -0.0929 -3.3369 -5.2141
H -0.8536 -0.5452 -5.5594
H -0.4502 -1.5726 -8.3491
H -0.4893 3.4381 6.3389
H -1.8111 -1.9997 -4.2963
H -3.0221 -0.7482 2.0713
H -0.7070 4.6312 -0.3770
H -4.0201 0.0970 -1.3976
H -3.0355 4.9485 -1.2858
H -0.3039 7.6699 9.9289
H -3.5890 3.6274 -0.2548
H -0.4832 -0.3652 -2.2751
H -2.1499 2.7962 1.4091
H 1.5479 -3.9765 -5.2630
H 1.2282 8.6097 7.9293
H -4.4759 -3.3114 0.1296
H 8.2687 -4.0598 0.1972
H -1.4274 5.5469 8.0548
H -3.4664 -0.7214 -6.3098
*
```

Computed properties:
HOMO (eV): -4.36
Orbital gap (eV): 6.18

---

This record from the Open Molecules 2025 dataset describes 15 unconnected molecules or ions with the total composition C34H75BF4N8O6 at a distorted geometry. The level of theory is ωB97M-V/def2-TZVPD.

Geometry as ORCA input:
```
! RIJCOSX wB97M-V def2-TZVPD def2/J DEFGRID3
* xyz 0 1
F -5.6372 2.6137 -3.3542
F -4.1642 2.2787 -1.7602
F -5.6292 3.9607 -1.4812
F -3.8082 4.1017 -2.9192
O 0.9008 3.3907 -2.5272
O -5.2062 -2.4923 3.2348
O 2.6218 -3.4203 -2.0052
O -1.4692 4.0707 -1.6282
O -2.9752 -0.1613 -2.4402
O 4.4558 0.2607 -4.8402
N 5.8518 -5.7883 1.0828
N 4.1088 0.0097 -0.0492
N -0.1042 -0.5063 0.5098
N 0.8998 -1.0503 4.6118
N 0.1498 5.8477 3.3428
N -2.3832 1.8497 3.9308
N 1.4748 -5.7863 4.7228
N -2.4712 -3.5533 0.3388
C 0.4398 -1.8613 5.2928
C 3.8018 2.6497 -0.2482
C -4.0122 -3.5403 -1.7962
C -2.4752 5.1457 3.3038
C -1.6672 1.3187 0.5648
C -1.4232 1.9387 4.5458
C -6.1002 -1.6063 2.4858
C 2.2518 0.2067 -4.0192
C -0.1872 2.1527 5.2778
C 2.2488 -4.6923 -2.6172
C -1.3322 5.2797 -0.8322
C 0.1318 5.5897 -0.4412
C -1.8192 0.9587 -4.3322
C 1.4178 -5.3733 -1.4622
C 3.6118 0.8917 -3.8382
C 0.3228 -1.6913 1.3378
C 2.9698 -6.5573 2.6818
C 0.5028 0.6707 1.0888
C 5.8268 -4.6483 0.9948
C 2.3838 -3.0413 2.1368
C 2.1518 -6.1673 3.8528
C -1.0082 5.5527 3.2888
C 1.0258 4.0847 -3.7912
C -3.0792 -3.5713 -0.6242
C 5.8958 -3.1033 0.8918
C 0.1008 -0.7003 -0.9932
C -0.2512 -2.9003 6.0878
C 3.9708 1.1447 -0.0762
C -0.2922 1.8887 0.8768
C 1.8878 -1.7933 1.4828
C 2.2668 4.9407 -3.8922
C -2.6622 -0.2493 -3.8762
C -1.5522 -0.2743 0.7268
C -5.2362 -0.7933 1.4678
B -4.8402 3.2577 -2.4602
H -2.3142 1.8077 -4.1592
H -6.7592 -2.3623 1.9668
H -0.2102 0.0827 -1.4642
H 6.0358 -2.5363 1.9158
H -4.8612 -1.4863 0.8298
H 3.0438 3.0467 0.3538
H 0.5448 0.6767 2.1318
H 1.6748 -3.9413 1.6398
H 4.9768 -2.8373 0.2798
H 0.0478 4.6957 -4.0202
H -0.2462 -1.7303 2.3458
H 1.9568 -5.6033 -0.5502
H -2.2232 -0.8453 0.0338
H 2.1558 -1.5693 0.5598
H 2.0518 5.8957 -3.2292
H 0.9828 3.2547 -4.6622
H -1.7252 6.1037 -1.3812
H -4.4382 -0.1873 1.9478
H -6.6552 -1.1413 3.0348
H 3.3838 2.9797 -1.1242
H 1.5888 0.8447 0.7848
H 0.5398 4.6617 0.0338
H -0.7172 1.1697 -4.1382
H 3.3408 -2.9123 -2.5672
H 5.3238 0.5827 -4.7782
H 0.2488 2.3367 0.0628
H -3.4322 0.6877 -2.4112
H -0.0572 3.7507 -2.3182
H 3.4248 -3.2073 2.0448
H -0.5422 -2.4873 7.1248
H 1.6498 -4.5523 -3.4372
H 1.5468 0.6567 -3.5392
H 4.0238 -6.6533 3.0228
H -2.4232 4.2087 2.6678
H -3.4202 -3.0613 -2.5722
H 1.0898 -1.0983 -1.2642
H -2.1532 1.4157 -0.4852
H 3.4148 4.3127 -3.9452
H 0.6138 -4.6433 -1.1992
H -2.0982 -1.3093 -4.1992
H -2.3022 3.9387 -1.7882
H -1.1232 -3.1943 5.5648
H -3.5352 -0.2143 -4.1582
H 3.0798 -5.1653 -2.8542
H -1.8942 5.2907 0.1618
H -2.2952 1.8527 1.1988
H 0.1478 6.4007 0.2408
H -3.0572 4.7347 4.2808
H 1.0238 -6.3423 -2.0092
H 4.9088 3.1837 -0.0812
H 2.4488 -1.0173 2.0558
H -0.5132 -1.4443 -1.3302
H 3.5078 2.0187 -3.8652
H -4.5382 -4.3983 -1.9462
H 2.3048 -0.8443 -3.5742
H -5.9882 -0.0093 1.2008
H -4.6242 -2.7063 -1.4672
H 2.7098 -7.6073 2.3268
H 0.6688 5.7347 -1.2372
H 4.0848 0.6597 -2.9872
H -0.0212 3.3887 5.2578
H 0.5118 -3.8013 6.1588
H 0.6228 1.5837 4.8758
H -1.9022 0.7597 -5.4222
H 2.1268 -2.9693 3.1218
H -0.2512 1.8927 6.1958
H -5.6922 -3.1693 3.4498
H 6.7848 -2.9713 0.2798
H 2.2508 5.1377 -4.9302
H 1.7788 0.2577 -5.0402
H 0.1618 -2.6523 0.8618
H -0.2352 2.5237 1.7138
H 2.6668 -5.9063 1.8778
H -1.9182 -0.5873 1.8208
H -3.1662 5.9007 2.8588
*
```

Computed properties:
Relative energy (zero: lowest compared OMol25 entry of this formula, charge and spin) (kcal per mole): 0.0
HOMO (eV): -9.70
Orbital gap (eV): 9.88